(1)
Entry from the Open Molecules 2025 dataset: a structure of composition C22H32Al2BCsF7MgNO21PS at a distorted geometry (ωB97M-V/def2-TZVPD).

CARTESIAN COORDINATES (ANGSTROEM)
Cs1 1.36 -2.43 1.91
S1 5.17 2.63 -5.71
P1 0.04 1.44 -0.83
Al1 -2.78 -1.69 -0.51
Al2 -6.81 1.24 -5.15
Mg1 -0.80 1.46 -4.78
F1 -0.63 -0.86 -4.23
F2 -3.75 -3.12 -0.75
F3 -1.09 -2.16 -0.52
F4 -2.45 -1.74 -3.48
F5 -3.09 -0.59 -1.83
F6 -3.18 -0.96 1.00
F7 -0.86 -1.66 -2.15
O1 -10.21 0.43 -2.24
O2 -5.89 0.80 0.77
O3 -4.90 3.45 -1.79
O4 10.88 -1.16 3.73
O5 8.66 -3.71 4.43
O6 -5.65 2.43 -3.59
O7 6.14 3.73 -5.81
O8 2.53 2.66 -1.22
O9 8.68 -1.37 4.09
O10 6.75 -2.65 3.35
O11 5.45 1.79 -4.55
O12 10.86 -4.04 4.15
O13 4.53 -2.62 3.39
O14 3.82 3.19 -5.58
O15 7.09 -2.32 5.67
O16 -1.49 1.14 2.12
O17 4.93 -2.21 6.23
O18 3.72 -0.11 -0.88
O19 -3.38 2.59 -3.10
O20 5.27 1.82 -6.92
O21 4.26 -6.12 2.91
N1 -2.07 1.11 4.29
C1 -9.23 0.04 -0.13
C2 -4.63 2.76 -2.93
C3 5.80 -2.34 5.41
C4 -7.99 1.14 -2.04
C5 9.91 -3.32 4.19
C6 2.15 -1.83 -0.27
C7 -1.74 0.41 3.02
C8 5.59 -2.55 3.95
C9 -2.00 0.42 -2.66
C10 -6.90 0.74 0.12
C11 -3.18 2.13 4.15
C12 -6.90 1.25 -1.28
C13 9.93 -1.83 3.97
C14 -1.45 -0.99 -3.09
C15 -8.14 0.13 0.63
C16 -9.23 0.53 -1.53
C17 2.96 -1.14 -1.44
C18 -1.73 0.85 -1.20
C19 1.76 1.97 -0.28
C20 -1.62 -1.08 2.99
C21 2.89 1.78 -2.25
C22 4.07 0.89 -1.84
B1 7.80 -2.51 4.38
H1 4.79 1.56 -1.36
H2 4.59 0.48 -2.72
H3 -0.80 -1.40 3.64
H4 -1.43 -1.41 1.97
H5 3.22 2.40 -3.10
H6 -0.29 2.76 -1.29
H7 -1.70 1.21 -3.40
H8 3.58 -1.89 -1.97
H9 -0.23 1.15 0.54
H10 4.67 -6.92 2.49
H11 2.05 1.18 -2.66
H12 2.19 -0.81 -2.16
H13 -7.99 1.48 -3.07
H14 -10.15 -0.41 0.22
H15 -3.29 2.62 5.12
H16 -4.10 1.61 3.89
H17 -2.56 -1.52 3.33
H18 -8.12 -0.23 1.65
H19 1.87 -1.04 0.54
H20 1.60 2.66 0.57
H21 2.26 1.08 0.14
H22 -2.23 0.44 5.05
H23 0.52 0.36 -1.64
H24 -1.22 1.65 4.49
H25 -2.91 2.86 3.40
H26 -5.98 1.68 -1.64
H27 1.17 -2.18 -0.73
H28 -1.92 -0.03 -0.56
H29 -3.97 3.55 -1.51
H30 -3.10 0.36 -2.76
H31 -2.49 1.61 -0.92
H32 2.77 -2.70 0.16

**Calculated total energy**: -4660.1176 Ha
**HOMO-LUMO gap**: 1.180 eV
**HOMO**: -9.27 eV
**Max |F|**: 13.0 eV/Å
**Net charge**: +1

These are the Löwdin partial charges, in e, on atoms 1 to 5: number 1, Cs, carries 1.455; number 2, S, carries 0.275; number 3, P, carries 0.885; number 4, Al, carries -0.013; number 5, Al, carries 0.997



(2)
Entry from the Open Molecules 2025 dataset: a structure of composition C22H32AsBr2N14SScSi2 (ωB97M-V/def2-TZVPD).

CARTESIAN COORDINATES (ANGSTROEM)
Br1 0.57 0.50 6.46
Br2 -2.25 -6.02 3.26
As1 -1.75 0.07 -0.78
Sc1 0.65 -0.95 -0.33
S1 4.50 1.70 -1.15
Si1 -3.03 0.81 1.01
Si2 -1.45 2.10 -1.91
N1 2.09 1.08 -1.53
N2 1.98 -3.98 -1.83
N3 3.04 -2.48 1.10
N4 2.48 0.39 -0.40
N5 2.22 -2.49 0.01
N6 -0.55 -2.49 0.84
N7 3.78 -3.53 1.06
N8 0.62 -0.36 1.92
N9 3.50 -4.27 -0.03
N10 -0.51 -2.72 -3.84
N11 0.61 -2.02 -2.14
N12 0.35 -3.73 -3.51
N13 -0.39 -1.72 -3.06
N14 4.35 -0.02 0.95
C1 0.60 0.16 4.61
C2 -0.33 3.32 -1.02
C3 -1.18 -3.49 0.22
C4 3.74 0.58 -0.08
C5 2.55 -3.59 -0.65
C6 -1.58 -4.58 2.27
C7 -0.47 -2.49 2.16
C8 -1.72 -4.56 0.90
C9 0.09 -1.03 4.13
C10 -0.96 -3.53 2.92
C11 3.17 4.14 -2.98
C12 -4.76 1.18 0.41
C13 -2.40 2.30 1.95
C14 1.12 1.09 3.75
C15 2.85 2.66 -3.26
C16 -0.80 1.67 -3.60
C17 1.01 -3.26 -2.48
C18 1.10 0.78 2.40
C19 0.12 -1.26 2.77
C20 3.01 1.79 -2.06
C21 -3.07 2.99 -2.16
C22 -3.23 -0.60 2.24
H1 2.25 -4.87 -2.21
H2 -5.16 0.29 -0.10
H3 -0.89 3.82 -0.22
H4 -2.22 -5.36 0.37
H5 -3.02 2.48 2.84
H6 3.49 2.28 -4.06
H7 -0.87 -3.54 3.99
H8 -1.25 -3.42 -0.86
H9 2.57 4.51 -2.16
H10 -4.78 2.01 -0.30
H11 -3.83 2.30 -2.54
H12 -0.63 2.56 -4.23
H13 0.53 2.81 -0.57
H14 -2.43 3.20 1.32
H15 -0.35 -1.75 4.81
H16 -1.36 2.14 2.27
H17 -3.38 -1.55 1.71
H18 3.96 -0.92 1.22
H19 -5.42 1.42 1.25
H20 1.53 2.03 4.09
H21 5.34 0.08 1.04
H22 2.96 4.74 -3.87
H23 0.05 4.09 -1.71
H24 -1.53 1.03 -4.10
H25 4.23 4.28 -2.73
H26 -2.35 -0.70 2.89
H27 -3.45 3.42 -1.22
H28 1.48 1.48 1.67
H29 1.82 2.55 -3.58
H30 -4.10 -0.43 2.89
H31 -2.95 3.81 -2.88
H32 0.13 1.10 -3.53

**Calculated total energy**: -10746.0316 Ha
**HOMO-LUMO gap**: 5.780 eV
**HOMO**: -6.95 eV
**Max |F|**: 1.0 eV/Å
**Net charge**: 0
**Energy above the lowest of the compared OMol25 structures with the same formula, charge and spin**: 8.1 kcal/mol

These are the Löwdin partial charges, in e, on atoms 1 to 5: number 1, Br, carries 0.813; number 2, Br, carries 0.810; number 3, As, carries 0.717; number 4, Sc, carries 0.676; number 5, S, carries 1.138



(3)
Entry from the Open Molecules 2025 dataset: a structure of composition C22H32BO4PPtS2 at a distorted geometry (ωB97M-V/def2-TZVPD).

CARTESIAN COORDINATES (ANGSTROEM)
Pt1 -0.14 0.35 0.59
S1 -0.53 2.25 -1.18
S2 -2.16 -0.66 -0.78
P1 -1.63 0.81 -2.04
O1 2.26 -0.25 -0.40
O2 0.26 0.09 3.71
O3 1.69 2.27 1.03
O4 0.41 -1.81 2.49
C1 -5.46 1.55 -3.26
C2 -0.15 -3.45 4.13
C3 2.18 2.46 2.33
C4 -4.37 1.14 -2.52
C5 -4.00 2.70 -4.78
C6 -1.17 -1.19 -3.91
C7 0.42 -1.09 -5.70
C8 0.19 0.77 -4.21
C9 -2.90 2.30 -4.03
C10 2.68 2.13 0.03
C11 2.13 -0.43 -1.79
C12 -3.09 1.49 -2.92
C13 0.40 -0.95 4.69
C14 3.24 0.69 -0.02
C15 -0.57 -1.77 -5.01
C16 2.19 -2.64 3.88
C17 1.50 -0.57 5.69
C18 -0.78 0.08 -3.50
C19 0.72 -2.23 3.82
C20 -5.27 2.31 -4.40
C21 -0.93 -1.03 5.44
C22 0.79 0.18 -5.31
B1 0.18 -0.45 2.45
H1 1.56 0.72 -5.85
H2 2.18 2.36 -0.91
H3 -0.91 -1.80 6.21
H4 2.03 0.52 -2.32
H5 -6.12 2.60 -5.01
H6 4.10 0.64 -0.70
H7 -1.74 -1.23 4.74
H8 1.69 -1.41 6.36
H9 -1.91 2.59 -4.34
H10 -1.18 -3.25 3.87
H11 2.83 -1.83 3.54
H12 2.35 -3.48 3.21
H13 2.42 -0.30 5.19
H14 1.16 0.28 6.28
H15 3.01 -0.98 -2.18
H16 1.23 -1.03 -1.95
H17 -1.93 -1.71 -3.36
H18 0.20 -4.29 3.53
H19 -1.12 -0.07 5.91
H20 2.63 3.46 2.43
H21 -0.86 -2.77 -5.32
H22 2.91 1.70 2.62
H23 0.90 -1.56 -6.55
H24 3.50 2.84 0.18
H25 0.49 1.76 -3.89
H26 3.55 0.40 0.98
H27 -3.85 3.30 -5.66
H28 -6.45 1.26 -2.96
H29 2.47 -2.94 4.88
H30 -0.08 -3.73 5.18
H31 -4.49 0.52 -1.64
H32 1.32 2.37 2.99

**Calculated total energy**: -2440.4476 Ha
**HOMO-LUMO gap (alpha / beta)**: 7.011 / 7.012 eV
**HOMO (alpha / beta)**: -7.62 / -7.62 eV
**Max |F|**: 1.7 eV/Å
**Net charge**: 0
**Energy above the lowest of the compared OMol25 structures with the same formula, charge and spin**: 40.8 kcal/mol

These are the natural (NBO) partial charges, in e, on atoms 1 to 5: number 1, Pt, carries 0.540; number 2, S, carries -0.613; number 3, S, carries -0.523; number 4, P, carries 1.121; number 5, O, carries -0.546